# C26H36N4O4RhSSi

A structure of composition C26H36N4O4RhSSi at a distorted geometry (ωB97M-V with the def2-TZVPD basis set, OMol25).

```
73
Properties=species:S:1:pos:R:3:forces:R:3:mulliken_charge:R:1
Rh 0.23086 0.00651 0.03477 1.6 -1.4 0.2 0.21
C 4.63644 1.80543 4.75024 0.0 0.1 0.1 -1.07
Si 3.63260 0.27269 4.39836 0.3 0.0 0.0 0.21
C 4.60011 -1.23760 4.91830 0.0 -0.1 0.1 -1.05
C 2.00269 0.33307 5.29538 -0.2 0.0 -0.1 -1.06
C 3.50860 0.16640 2.50270 0.0 0.0 0.0 0.43
C 4.69566 0.11707 1.77573 -0.1 0.0 0.1 -0.11
C 4.70553 0.03436 0.38547 0.0 0.0 0.0 -1.27
C 3.49857 0.00690 -0.27361 0.0 0.0 -0.2 -0.31
N 2.34811 0.05603 0.39783 -0.9 0.0 -0.2 0.03
C 2.34339 0.13474 1.73319 0.3 0.0 0.3 0.82
S 0.69742 0.20342 2.30934 -0.5 0.1 -1.1 -0.32
H 4.80507 1.90671 5.82630 0.0 0.0 -0.1 0.34
H 4.12743 2.70914 4.40547 0.0 0.0 0.0 0.33
H 5.61560 1.76502 4.26611 0.0 0.0 0.0 0.34
H 4.77620 -1.21405 5.99792 0.0 0.0 -0.1 0.34
H 5.57625 -1.27999 4.42799 0.0 0.0 0.0 0.34
H 4.06648 -2.16348 4.68887 0.0 0.0 0.0 0.32
H 2.20447 0.43530 6.36588 0.0 0.0 -0.1 0.35
H 1.41399 -0.57622 5.15207 0.0 0.0 0.0 0.32
H 1.38734 1.18283 4.99036 0.0 0.0 0.0 0.34
H 5.64397 0.14876 2.30394 0.0 0.0 0.0 0.33
H 5.62993 -0.00818 -0.17257 0.0 0.0 0.0 0.41
H 3.43812 -0.05046 -1.35331 0.0 0.0 0.0 0.50
C -2.77225 1.12365 -6.18767 0.0 0.0 0.1 -1.63
C -2.15365 1.52925 -4.88277 0.0 0.0 0.0 0.61
C -0.86123 1.13975 -4.54619 -0.1 0.0 -0.2 -0.95
C -0.30373 1.44488 -3.32082 0.1 -0.1 0.1 1.12
C 1.08909 0.95712 -3.02865 -0.1 0.1 0.0 -1.41
C -1.06556 2.20133 -2.39619 -0.2 -0.1 -0.3 1.28
C -0.62195 2.48410 -1.07674 0.1 0.2 0.5 -0.69
O 0.34768 1.97586 -0.46698 -0.5 0.3 0.0 -0.71
C -2.36482 2.66606 -2.75381 0.0 0.1 0.1 0.90
C -3.20454 3.52201 -1.83283 0.1 -0.1 0.0 -1.87
C -2.88256 2.30386 -3.97690 0.0 0.0 -0.1 -0.83
H -2.06464 0.59109 -6.81979 0.0 0.0 0.0 0.37
H -3.14056 1.99756 -6.72748 0.0 0.0 0.0 0.40
H -3.62874 0.47208 -6.00028 0.0 0.0 0.0 0.33
H -0.27892 0.56932 -5.26014 0.0 0.0 0.0 0.34
H 1.57776 0.64214 -3.94830 0.0 0.0 0.0 0.48
H 1.04811 0.08409 -2.37165 0.0 -0.1 0.0 0.03
H 1.69744 1.71480 -2.53643 0.0 0.0 0.0 0.38
H -1.19757 3.22700 -0.51483 0.1 0.1 0.0 0.50
H -3.39799 3.02610 -0.87938 0.0 0.0 0.0 0.31
H -4.16464 3.73485 -2.29780 0.0 0.0 0.0 0.39
H -2.71462 4.47427 -1.62300 0.0 0.0 0.0 0.41
H -3.88232 2.62725 -4.24599 0.0 0.0 0.0 0.41
C -4.88420 1.09521 1.54571 0.1 0.0 0.0 -0.92
N -3.98024 0.50848 0.55870 0.0 0.0 0.0 0.18
C -4.43299 -0.10448 -0.57242 -0.1 0.1 0.1 0.14
C -3.61416 -0.66471 -1.48083 0.1 -0.2 -0.1 -1.30
C -2.19398 -0.62823 -1.23521 -0.2 0.2 0.2 1.00
O -1.31144 -1.07962 -1.98316 0.1 0.2 -0.1 -0.67
N -1.79275 -0.01958 -0.08076 0.4 0.1 0.2 0.32
C -2.61203 0.58855 0.83416 -0.2 -0.1 -0.1 -0.07
O -2.21270 1.17196 1.82346 0.0 0.0 -0.1 -0.66
H -5.90837 0.97459 1.20373 0.0 0.0 0.0 0.31
H -4.65774 2.15000 1.68178 0.0 0.0 0.0 0.31
H -4.75518 0.60550 2.50780 0.0 0.0 0.0 0.31
H -5.50742 -0.10553 -0.70130 0.0 0.0 0.0 0.36
H -3.99340 -1.13326 -2.37569 0.0 0.0 0.0 0.55
C -0.46303 -5.36077 -0.78111 0.0 0.1 -0.1 -0.83
N 0.08786 -4.25332 0.00537 0.2 0.0 0.2 0.16
C 0.71222 -4.48098 1.31119 0.0 0.0 0.0 -0.80
C 0.02437 -3.02042 -0.45434 -0.2 -0.1 -0.2 -0.19
O 0.51191 -2.06345 0.18266 -0.2 0.4 0.6 -0.63
H -0.33802 -6.28365 -0.22537 0.0 0.0 0.0 0.27
H 0.05324 -5.46192 -1.73419 0.0 0.0 0.0 0.34
H -1.52502 -5.21347 -0.97051 0.0 0.0 0.0 0.34
H 0.69265 -5.54182 1.53912 0.0 0.0 0.0 0.31
H 0.17814 -3.93005 2.08421 0.0 0.0 0.0 0.28
H 1.74268 -4.12892 1.30365 0.0 0.0 0.0 0.30
H -0.46508 -2.88293 -1.41877 0.0 0.1 0.0 0.63
```
Forces are in eV/Å.

Its strongest force on any atom is 0.0412 Eh/bohr. As for the total charge: +1. For the energy above the lowest of the compared OMol25 structures with the same formula, charge and spin, the calculation gives 24.0 kcal/mol. For the HOMO energy, the calculation gives -0.3909 Ha. The multiplicity is 1.

=====

# C26H37As3InN

A structure of composition C26H37As3InN (ωB97M-V with the def2-TZVPD basis set, OMol25).

```
68
Properties=species:S:1:pos:R:3:forces:R:3:nbo_charge:R:1
In -0.05717 -0.06154 0.00190 0.0 -0.1 0.0 1.29
C -1.54841 2.50944 2.47769 0.1 -0.1 0.1 -0.93
As -2.09701 1.06138 1.32853 0.1 0.0 -0.1 0.98
C -3.50616 1.86035 0.27187 -0.1 0.0 -0.1 -0.93
C -3.05520 -0.16302 2.51374 0.0 0.1 0.0 -0.68
C -3.72767 -1.45065 1.99025 0.0 0.1 0.0 -0.08
C -4.63961 -1.16815 0.79900 0.1 0.0 0.1 -0.62
C -2.68901 -2.51946 1.64538 0.1 0.1 0.1 -0.70
As -1.57413 -2.43377 0.03480 -0.2 -0.1 -0.1 0.93
C -0.55621 -4.04239 0.40828 0.1 0.0 0.0 -0.92
C -2.67292 -3.05707 -1.43352 -0.1 0.1 0.0 -0.92
C -4.53539 -1.97625 3.20268 0.0 0.0 -0.1 -0.73
As -5.87632 -3.46601 3.20099 0.0 0.0 0.0 0.94
C -5.33808 -4.68164 1.75070 0.0 0.0 0.0 -0.97
C -7.36263 -2.59819 2.26222 0.0 0.0 0.0 -0.96
H -0.70690 2.18391 3.08589 0.0 0.1 0.0 0.26
H -2.37518 2.79252 3.12772 0.0 0.0 0.0 0.26
H -1.25727 3.35517 1.86003 0.0 0.0 0.0 0.26
H -4.38329 1.92359 0.91515 0.0 0.0 0.0 0.26
H -3.73756 1.25231 -0.59742 0.0 0.1 0.0 0.25
H -3.22146 2.86056 -0.03801 0.1 0.0 0.0 0.26
H -3.82105 0.50215 2.92245 0.0 0.0 0.0 0.25
H -2.37535 -0.39496 3.33683 0.0 0.0 0.0 0.25
H -4.07915 -0.76809 -0.04965 0.0 0.0 0.0 0.18
H -5.42873 -0.45975 1.05494 0.0 0.0 0.0 0.23
H -5.11759 -2.08605 0.46616 0.0 0.0 0.0 0.24
H -3.18340 -3.48636 1.55802 0.0 0.0 0.0 0.26
H -1.96948 -2.61120 2.46522 0.0 0.0 0.0 0.24
H -1.25044 -4.79366 0.78333 0.0 0.0 0.0 0.25
H 0.20541 -3.85164 1.16093 0.0 0.0 0.0 0.25
H -0.09281 -4.40828 -0.50560 0.0 0.0 0.0 0.26
H -3.24728 -3.92228 -1.10441 0.0 0.0 0.0 0.25
H -2.01555 -3.35012 -2.25031 0.0 0.0 0.0 0.26
H -3.34759 -2.27898 -1.77970 0.0 0.0 0.0 0.25
H -5.13253 -1.15613 3.61340 0.0 0.0 0.0 0.23
H -3.82920 -2.24997 3.99138 0.0 0.0 0.0 0.23
H -4.44992 -5.24929 2.02856 0.0 0.0 0.0 0.23
H -5.19374 -4.19723 0.78489 0.0 0.0 0.0 0.20
H -6.15690 -5.39395 1.64777 0.0 0.0 0.0 0.26
H -7.62105 -1.66903 2.77019 0.0 0.0 0.0 0.23
H -8.22188 -3.26375 2.33734 0.0 0.0 0.0 0.25
H -7.17054 -2.40004 1.20993 0.0 0.0 0.0 0.21
C 3.73976 -2.31480 -0.25867 -0.1 -0.1 0.0 -0.17
C 4.63505 -1.27654 -0.45200 0.0 0.0 0.0 -0.17
C 4.18561 0.03403 -0.53507 0.0 0.0 -0.1 -0.17
C 2.82904 0.32126 -0.41258 0.2 -0.2 0.0 -0.04
C 1.93480 -0.72784 -0.19220 -0.2 0.0 0.3 -0.49
C 2.38118 -2.03898 -0.12522 0.3 0.2 0.0 -0.21
C 2.31359 1.69943 -0.59537 -0.1 0.1 0.1 0.24
C 3.16879 2.82064 -0.61050 0.1 0.0 0.1 -0.24
C 2.65194 4.06501 -0.80321 0.0 0.1 0.0 -0.06
C 1.26910 4.23187 -1.04544 0.0 0.0 0.0 -0.12
C 0.67475 5.48446 -1.32571 0.1 0.0 0.0 -0.14
C -0.65432 5.56874 -1.62318 -0.1 0.0 0.0 -0.20
C -1.44010 4.39780 -1.67436 0.0 0.0 0.0 -0.15
C -0.89199 3.17770 -1.38697 0.0 0.0 0.0 -0.28
C 0.46790 3.07431 -1.03953 0.0 0.0 0.0 0.24
N 1.00453 1.84366 -0.75701 -0.2 0.0 -0.3 -0.58
H 4.09113 -3.33739 -0.21073 0.0 0.0 0.0 0.24
H 5.69184 -1.48333 -0.55610 0.0 0.0 0.0 0.24
H 4.90771 0.81605 -0.72633 0.0 0.0 0.0 0.23
H 1.69207 -2.85310 0.02499 0.0 -0.1 0.0 0.21
H 4.22629 2.69485 -0.43975 0.0 0.0 0.0 0.24
H 3.29916 4.93396 -0.79397 0.0 0.0 0.0 0.25
H 1.29731 6.37099 -1.31779 0.0 0.0 0.0 0.24
H -1.10231 6.52631 -1.85061 0.0 0.0 0.0 0.25
H -2.47995 4.46954 -1.96983 0.0 0.0 0.0 0.23
H -1.46843 2.26633 -1.49492 -0.1 0.0 0.0 0.20
```
Forces are in eV/Å.

Its strongest force on any atom is 0.0072 Eh/bohr. As for the total charge: +2. For the HOMO energy, the calculation gives -0.4797 Ha. The multiplicity is 1.

=====

# C26H37Cl6F15O10

A cluster of 8 separate species, C26H37Cl6F15O10 in total at a distorted geometry (ωB97M-V with the def2-TZVPD basis set, OMol25).

```
94
Properties=species:S:1:pos:R:3:forces:R:3:mulliken_charge:R:1
C -5.93622 -7.65417 10.00587 0.4 1.3 0.3 -0.46
C -5.47131 -8.42905 11.22433 -0.4 0.0 -0.3 -0.24
O -4.42912 -7.69813 11.90218 0.2 0.0 -0.1 -0.35
C -4.82148 -6.73850 12.71845 0.2 0.1 -0.3 0.43
O -5.93750 -6.48323 13.04254 -0.5 0.2 0.2 -0.52
C -3.62301 -5.90912 13.22790 -0.1 0.1 0.3 0.82
F -3.38255 -6.23096 14.50772 0.0 0.1 -0.1 -0.25
F -2.51417 -6.11563 12.53111 0.2 0.0 -0.1 -0.22
F -3.92232 -4.60404 13.17151 0.0 -0.2 0.0 -0.25
H -5.09088 -7.23338 9.45130 0.1 -0.6 -0.2 0.31
H -6.44026 -6.73467 10.32841 -0.3 -0.3 0.1 0.36
H -6.60757 -8.20412 9.35663 0.0 -0.2 0.0 -0.25
H -5.01356 -9.37731 10.96355 0.0 -0.1 0.0 0.30
H -6.31400 -8.57586 11.89867 0.1 -0.1 0.1 0.33
C -6.73743 -12.70536 0.62476 0.1 -0.7 0.1 -0.86
C -7.82403 -11.73187 0.33533 0.2 0.6 -0.1 -0.17
O -9.09840 -12.26342 0.75775 -0.1 -0.1 -0.7 -0.31
C -9.59124 -11.80107 1.87280 -0.3 0.1 0.0 0.43
O -9.03650 -11.12442 2.67817 0.4 0.5 0.8 -0.52
C -11.06788 -12.18959 2.04355 0.2 -1.2 -0.3 0.85
F -11.65114 -11.38516 2.88952 -0.4 0.5 0.6 -0.23
F -11.72383 -12.14000 0.87970 0.0 -0.1 0.1 -0.24
F -11.15395 -13.45984 2.52973 0.0 0.6 -0.3 -0.26
H -5.78535 -12.29386 0.29512 0.1 -0.1 0.1 0.34
H -6.90086 -13.68862 0.18326 0.0 0.1 -0.3 0.37
H -6.71825 -12.86938 1.69985 0.3 0.1 0.2 0.07
H -7.95244 -11.47033 -0.71197 0.0 -0.3 -0.1 0.31
H -7.58180 -10.81096 0.86773 -0.4 0.0 0.1 0.24
C -8.22212 -15.09606 6.97088 0.7 -0.3 0.0 -1.25
C -7.88391 -14.20232 5.82071 -0.8 0.5 -1.2 0.30
O -6.59267 -14.51026 5.24439 0.3 0.8 0.6 -0.32
C -6.55719 -15.56752 4.48011 1.0 0.3 0.1 0.32
O -7.47225 -16.24725 4.18311 -1.2 -1.2 -0.7 -0.51
C -5.11799 -15.88445 4.02007 0.3 -0.3 0.5 0.88
F -5.09409 -16.19579 2.73912 -0.1 -0.1 -0.6 -0.24
F -4.27242 -14.87779 4.22000 0.1 0.3 0.0 -0.23
F -4.65237 -16.94431 4.71377 -0.2 0.2 -0.1 -0.27
H -9.16276 -14.78150 7.41159 0.0 0.0 0.2 0.38
H -7.40410 -15.09654 7.69423 -0.2 0.3 0.2 0.32
H -8.29354 -16.12514 6.61889 -0.3 0.0 0.0 0.39
H -7.86771 -13.13555 6.01418 0.4 0.0 0.5 -0.03
H -8.63317 -14.28745 5.02223 0.1 -0.3 0.1 0.29
C -1.66010 -9.29137 7.33232 -0.5 0.1 0.4 -0.36
C -0.49809 -10.23688 7.52822 -0.3 0.2 0.3 -0.66
O 0.71874 -9.56408 7.12079 -0.4 -0.4 -0.5 -0.24
C 1.39209 -8.94206 8.05640 0.1 0.0 -0.8 0.38
O 1.19618 -8.96579 9.22134 -0.2 0.1 1.4 -0.52
C 2.53654 -8.12125 7.45646 0.2 0.1 -0.1 0.86
F 2.26537 -6.80934 7.60720 0.1 -0.4 -0.2 -0.26
F 3.64978 -8.40023 8.13767 0.1 0.1 -0.2 -0.25
F 2.74242 -8.38538 6.15592 0.0 0.3 0.5 -0.23
H -2.61111 -9.76277 7.60195 0.2 -0.2 -0.2 0.25
H -1.73983 -8.90336 6.32437 0.1 -0.1 -0.2 -0.12
H -1.59763 -8.44387 8.02157 0.3 0.0 -0.1 0.37
H -0.55141 -11.14317 6.93295 0.0 0.1 -0.2 0.33
H -0.43878 -10.51072 8.57970 0.2 -0.1 0.0 0.43
C -1.11525 -2.15814 7.88584 0.0 -0.3 0.6 -1.17
C -2.05882 -2.56649 6.78489 -0.2 0.9 0.3 -0.20
O -1.72618 -3.89862 6.37654 0.8 0.1 0.3 -0.19
C -2.64341 -4.59119 5.76227 0.1 -0.2 -0.4 0.21
O -3.73876 -4.23305 5.47424 -0.9 0.1 -0.2 -0.53
C -2.12674 -5.98547 5.35742 0.6 -0.3 0.9 1.02
F -2.97771 -6.93277 5.80539 0.3 0.4 -0.3 -0.16
F -2.03610 -6.08046 4.03946 -0.1 -0.1 -0.2 -0.27
F -0.90278 -6.22786 5.88628 -0.7 -0.1 -0.3 -0.26
H -0.07199 -2.30820 7.61313 0.0 0.1 -0.1 0.32
H -1.29998 -2.74303 8.79125 0.0 0.0 -0.1 0.28
H -1.27058 -1.11359 8.15089 0.0 0.1 -0.1 0.39
H -1.96094 -1.85589 5.95948 0.0 -0.4 -0.3 0.27
H -3.09520 -2.53158 7.12199 0.0 -0.1 -0.1 0.33
Cl -1.23565 -10.57288 3.93664 0.0 0.0 0.0 -0.12
C -2.06252 -11.12387 2.44492 0.5 0.0 -0.3 -0.36
C -1.17289 -12.12675 1.71809 -0.3 0.5 0.3 -0.45
Cl -1.99033 -12.62386 0.21294 -0.1 -0.2 0.1 -0.21
H -2.19147 -10.25891 1.80116 -0.2 0.1 0.1 0.35
H -3.02012 -11.51958 2.74388 -0.2 -0.2 -0.1 0.12
H -0.96541 -12.98344 2.35032 0.0 -0.2 -0.2 0.34
H -0.26106 -11.62502 1.41328 0.2 -0.2 0.1 0.34
Cl -5.38054 -9.30263 6.94253 0.0 -0.3 0.0 -0.19
C -4.92213 -9.46719 5.22337 0.6 0.9 0.2 -0.02
C -5.84426 -10.33579 4.46691 -1.3 -0.6 -0.7 -0.39
Cl -5.49282 -10.06180 2.72245 0.1 -0.2 0.0 -0.23
H -3.88594 -9.78802 5.14428 0.0 -0.1 0.2 -0.01
H -4.97388 -8.46353 4.81118 0.0 0.1 0.1 0.22
H -6.89169 -10.06079 4.58602 0.1 0.2 0.1 0.45
H -5.81393 -11.40615 4.65466 0.5 0.0 0.1 0.12
Cl -9.90773 -7.46588 9.02848 0.1 -0.1 0.1 -0.20
C -10.03068 -9.24783 8.91099 -0.2 0.1 -0.3 -0.43
C -9.18158 -9.72265 7.75660 0.3 -0.5 -0.2 0.00
Cl -9.19431 -11.52336 7.66032 -0.3 0.1 0.1 -0.22
H -11.08061 -9.45635 8.72603 0.0 -0.1 0.0 0.38
H -9.73178 -9.69763 9.85209 0.1 0.1 0.0 0.31
H -8.12576 -9.50487 7.85119 0.0 0.4 0.2 -0.22
H -9.53585 -9.37002 6.79308 -0.1 0.1 0.1 0.38
```
Forces are in eV/Å.

Its strongest force on any atom is 0.0352 Eh/bohr. As for the total charge: 0. The SMILES is CCOC(=O)C(F)(F)F.CCOC(=O)C(F)(F)F.CCOC(=O)C(F)(F)F.CCOC(=O)C(F)(F)F.CCOC(=O)C(F)(F)F.ClCCCl.ClCCCl.ClCCCl. For the energy above the lowest of the compared OMol25 structures with the same formula, charge and spin, the calculation gives 0.0 kcal/mol. For the HOMO energy, the calculation gives -0.4094 Ha. The multiplicity is 1.

=====

Number 1: DFT total energy -63415.0892 eV. Number 2: DFT total energy -216727.7183 eV. Number 3: DFT total energy -163936.5183 eV.